1.
{"formula": "C2H6BrFeO", "method": "wB97M-V/def2-TZVPD", "symbols": ["Br", "Fe", "O", "C", "C", "H", "H", "H", "H", "H", "H"], "positions_angstrom": [[-2.15256, 0.57992, -2.32201], [-4.15618, -0.45961, -3.02313], [-0.07002, 1.36370, 0.34624], [0.70875, -0.88895, 0.78906], [1.09207, 0.57264, 0.64809], [1.50392, -1.48995, 1.23112], [1.83414, 0.73474, -0.13366], [-0.45431, 1.00310, -0.45777], [1.44453, 0.89465, 1.62453], [0.39284, -1.31810, -0.16726], [-0.14319, -0.99213, 1.46480]], "atomic_forces_ev_per_a": [[-1.9, -0.9, -0.7], [1.8, 0.9, 0.6], [0.2, 0.0, 0.1], [-0.3, -0.2, 0.0], [-0.7, -0.3, 0.1], [0.1, 0.0, -0.3], [0.3, 0.0, 0.2], [0.1, 0.0, 0.1], [0.2, 0.4, -0.2], [0.2, -0.1, 0.0], [0.0, 0.2, 0.0]], "mulliken_spin": [0.21, 3.79, 0.00, 0.00, 0.00, 0.00, 0.00, 0.00, 0.00, 0.00, 0.00], "relative_energy_ev": 0.000, "energy_ev": -108638.72078, "molar_mass_g_mol": 181.818, "multiplicity": 5, "lumo_energy_ev": [-7.96, -8.18], "homo_lumo_gap_ev": [4.771, 4.547], "total_charge": 1}

=====

2.
{"formula": "C28H47BrF7N4O38S9", "method": "wB97M-V/def2-TZVPD", "symbols": ["Br", "S", "S", "S", "S", "S", "S", "S", "S", "S", "F", "F", "F", "F", "F", "F", "F", "O", "O", "O", "O", "O", "O", "O", "O", "O", "O", "O", "O", "O", "O", "O", "O", "O", "O", "O", "O", "O", "O", "O", "O", "O", "O", "O", "O", "O", "O", "O", "O", "O", "O", "O", "O", "O", "O", "N", "N", "N", "N", "C", "C", "C", "C", "C", "C", "C", "C", "C", "C", "C", "C", "C", "C", "C", "C", "C", "C", "C", "C", "C", "C", "C", "C", "C", "C", "C", "C", "H", "H", "H", "H", "H", "H", "H", "H", "H", "H", "H", "H", "H", "H", "H", "H", "H", "H", "H", "H", "H", "H", "H", "H", "H", "H", "H", "H", "H", "H", "H", "H", "H", "H", "H", "H", "H", "H", "H", "H", "H", "H", "H", "H", "H", "H", "H"], "positions_angstrom": [[-0.19202, 5.71985, -4.48705], [6.60168, -4.95830, -2.94303], [7.92346, 2.64447, -4.17599], [0.24159, 7.72571, 11.35912], [-6.51058, 3.84825, 2.33595], [0.32991, -8.31719, -4.10494], [-2.17035, 4.06309, 7.02688], [-6.02386, 1.68939, -2.49887], [-3.52495, -8.58221, -4.20160], [2.37009, -3.68050, 1.54465], [1.12877, -1.57010, -0.78295], [1.45331, 1.60576, -1.27714], [-0.25039, -0.53914, -2.43325], [3.41268, 1.95738, -2.79380], [3.30718, -0.47184, -1.42051], [3.14556, -0.74755, -3.78349], [1.09569, -2.55147, -2.95672], [7.26041, -5.90606, -2.07455], [-0.78030, 5.66432, -0.95610], [7.42094, 3.35324, -5.33195], [-4.62906, -9.78098, -4.26739], [-6.07470, 2.67682, -3.55187], [-1.62471, 4.19518, 8.35953], [-3.34429, -8.05379, -5.53372], [2.35973, -4.59881, 0.42975], [-4.47911, 1.19354, -2.33066], [-1.13326, 5.64151, 1.48592], [3.37664, -2.44753, 1.18822], [-6.63412, 0.28960, -3.06989], [-1.02233, 3.41225, 6.06961], [3.25482, -4.33452, 2.74773], [-7.73748, 4.14749, 1.63146], [8.75020, 1.34029, -4.69898], [-5.23589, 3.70649, 1.67152], [-0.26093, 8.43448, 10.20316], [-2.20325, 5.54279, 6.34143], [-6.76372, 2.52939, 3.26030], [1.06833, 6.42153, 10.83613], [-2.42530, -9.02650, -3.37424], [6.67915, 1.84444, -3.48893], [7.10948, -4.60117, -4.24906], [1.21465, -8.97120, -2.90186], [1.00586, 8.36610, 12.40420], [8.68773, 3.28486, -3.13091], [-3.42610, 3.40426, 6.75220], [1.33647, -7.08421, -4.46137], [-6.34355, 4.92696, 3.54793], [-6.57144, 1.91525, -1.17968], [6.34250, -3.58357, -2.10437], [-0.87537, -7.76358, -3.52879], [-1.00272, 6.92568, 12.04618], [5.04175, -5.40247, -3.10801], [1.16480, -3.12689, 2.12080], [-4.41451, -7.52271, -3.33903], [0.31956, -9.23549, -5.21984], [0.64614, 4.25618, -3.58277], [-0.11474, 2.98938, -5.60831], [0.82744, 0.92638, -4.84272], [1.22388, 1.78480, -3.79057], [0.02400, 1.53241, -5.99571], [-1.04899, 5.69800, 5.51901], [4.53649, -3.70941, 2.78951], [2.49632, -8.34609, -2.86008], [4.22005, -4.56298, -2.29853], [2.04313, 1.34249, -2.61593], [-3.15133, 3.15688, -0.21213], [0.04203, 4.43356, -1.08664], [0.48515, 5.23893, 11.38072], [2.28023, -6.93604, -3.40300], [8.16702, 0.15769, -4.15439], [-5.56655, -0.61012, -3.36314], [-6.51269, 2.85134, 4.62724], [1.23581, 4.58417, -2.24873], [6.69332, 0.49165, -3.93898], [-5.65153, -9.52205, -3.30807], [2.36960, -0.30113, -2.59330], [-0.74637, 4.29966, 4.98723], [-1.63198, 5.39441, 0.24725], [-0.98855, 5.57289, 11.59613], [-3.17624, 4.77098, 0.13523], [0.60954, 3.07447, -4.25018], [-5.75450, -8.00096, -3.23462], [-6.81803, 4.34110, 4.75806], [4.32040, -2.29935, 2.24659], [1.05384, -1.21661, -2.25004], [4.96392, -3.23357, -2.20340], [-4.43846, -0.22954, -2.40800], [-6.59171, -9.98903, -3.61099], [-5.32922, -9.94196, -2.34936], [-3.66187, 5.30473, -0.79397], [4.92460, -3.70326, 3.81157], [2.23040, 4.05025, -1.96074], [-3.46165, -0.56880, -2.76087], [6.22073, -0.16424, -3.20398], [-1.46114, 4.91700, 12.33113], [-0.23217, 6.06522, 6.14932], [-6.32701, 4.79250, 5.62345], [0.29330, 4.19653, 4.66519], [-2.75774, 3.05213, -1.33317], [4.65285, -2.64320, -1.33826], [-5.45827, 2.64518, 4.83762], [3.20489, -6.48522, -3.77118], [-6.20832, -7.66261, -2.29929], [5.21470, -4.27967, 2.14655], [0.98273, 5.02032, 12.33107], [5.24506, -1.84854, 1.87841], [8.66460, -0.06092, -3.20404], [-4.62087, -0.62760, -1.40421], [-3.75755, 4.96242, 1.13709], [-0.36819, 0.94272, -6.95094], [-1.41147, 4.04129, 4.15691], [-6.32495, -7.60325, -4.08018], [-5.89163, -1.64498, -3.22653], [1.83571, -6.28492, -2.64289], [0.98310, -0.09016, -4.98347], [-0.58564, 3.46244, -1.27259], [-1.24002, 6.41597, 4.71789], [6.13654, 0.44326, -4.88078], [4.83054, -2.64126, -3.11483], [-2.37732, 2.57788, 0.46066], [4.12118, -5.03065, -1.31362], [3.17453, -8.91635, -3.50304], [0.64139, 4.24834, -0.07208], [3.87588, -1.64823, 3.00670], [1.48351, 5.75247, -2.25671], [-5.26884, -0.45718, -4.40551], [0.62195, 4.39673, 10.69716], [2.88442, -8.33994, -1.83802], [-4.22565, 2.65259, -0.19002], [3.22984, -4.45070, -2.74815], [8.30382, -0.68451, -4.83795], [-7.13972, 2.24222, 5.28380], [-7.89703, 4.51837, 4.81866], [-1.54533, 5.52450, 10.65433]], "atomic_forces_ev_per_a": [[0.5, -0.8, 0.6], [0.8, -0.5, -0.3], [0.5, 0.7, -0.2], [0.0, 0.4, 0.0], [-1.1, 0.1, 0.1], [-1.0, 0.0, 0.0], [0.1, 0.2, 0.1], [-0.7, 0.5, 0.2], [0.9, -0.7, 0.3], [-0.5, -0.1, 0.6], [-0.5, 1.4, -5.4], [2.0, -0.3, -4.6], [4.7, -2.3, 0.1], [-4.5, -1.5, 1.2], [-3.1, 0.7, -4.1], [-3.0, 1.5, 3.7], [-0.3, 5.2, 2.1], [-0.8, 1.4, -1.3], [-0.7, -2.8, 2.0], [0.8, -0.8, 1.6], [0.1, 0.9, -0.4], [0.2, -1.1, 1.6], [-0.9, -0.5, -1.5], [0.0, -0.7, 1.7], [-0.2, 1.2, 1.0], [-0.7, 0.3, -0.6], [-2.8, -1.5, -8.4], [-0.4, -1.0, -0.3], [0.5, 0.7, 0.7], [-0.6, 0.5, 1.0], [-0.8, 0.7, -0.8], [2.0, -0.5, 0.6], [-0.9, 0.8, 0.1], [-1.7, 0.2, 0.7], [0.9, -0.7, 1.5], [-0.4, -1.3, 0.3], [-0.1, 1.0, -0.8], [-0.7, 0.8, 0.0], [-4.7, -1.3, -1.2], [0.8, 0.3, 0.0], [-0.6, -0.6, 1.8], [-0.6, 0.7, -0.5], [-1.1, -0.6, -1.5], [-1.3, -0.7, -1.5], [1.4, 0.8, 0.6], [0.1, -0.8, -0.1], [0.5, -0.8, -1.0], [0.7, -0.1, -1.9], [0.1, -0.9, -0.1], [4.8, 1.2, -1.2], [1.1, 0.5, 0.0], [1.0, 0.6, -0.2], [1.5, -1.0, -1.1], [0.5, -0.7, -0.2], [-0.2, 1.4, 1.4], [0.3, -1.6, -1.5], [2.5, -5.9, 2.1], [-2.6, -0.8, -4.9], [-1.9, 1.8, -1.4], [2.5, 4.4, 6.3], [0.9, 0.1, -0.1], [0.7, 0.1, -0.2], [0.6, 0.1, -0.2], [-0.2, 0.3, 0.8], [1.9, -0.2, 0.2], [0.7, 0.0, -1.1], [1.9, -1.0, 0.8], [-0.2, -0.5, 0.5], [0.0, 0.0, 0.5], [-0.1, -0.5, 0.5], [0.5, -0.2, -0.4], [0.5, 0.2, 0.7], [-0.9, 2.1, 1.9], [0.0, -0.4, -0.6], [-0.1, 0.1, 0.6], [3.0, -0.2, 1.1], [-0.2, 0.4, -0.7], [1.4, 0.9, 6.5], [-0.1, -0.5, -0.7], [0.8, 0.1, -1.0], [-0.6, 0.1, -1.2], [-0.6, -0.2, -0.3], [-0.6, -0.4, 0.5], [0.2, 0.2, 0.9], [-1.8, -3.4, 2.7], [-0.5, 0.1, -0.4], [-0.3, -0.6, 0.3], [0.3, 0.0, -0.2], [-0.1, 0.1, 0.0], [0.8, -0.9, 2.0], [-0.3, -0.1, -0.1], [-2.0, 0.5, -0.9], [-0.1, 0.3, 0.0], [0.1, 0.3, 0.1], [0.1, 0.3, 0.0], [0.0, 0.0, -0.1], [0.1, 0.0, -0.3], [-0.2, -0.1, 0.3], [-0.9, 0.2, 2.3], [0.2, -0.2, 0.0], [-0.1, 0.1, 0.1], [-0.3, -0.3, -0.2], [0.3, 0.0, -0.1], [0.0, 0.1, 0.1], [-0.1, 0.0, -0.1], [-0.2, -0.1, -0.2], [-0.1, 0.0, -0.1], [0.0, -0.1, -0.1], [1.6, -0.1, -2.2], [1.0, 1.4, 2.4], [0.1, 0.1, 0.0], [0.0, -0.1, 0.1], [-0.1, 0.3, 0.1], [0.0, -0.1, 0.1], [0.5, 1.1, 1.2], [0.9, 2.0, 0.1], [-0.2, -0.2, 0.2], [0.1, -0.1, 0.0], [-0.1, 0.0, 0.0], [-1.7, 1.1, -1.1], [-0.1, 0.1, -0.1], [0.0, 0.1, 0.1], [-1.3, 0.5, -2.1], [0.1, -0.1, 0.0], [-0.5, -2.7, -0.2], [0.0, -0.1, 0.1], [0.0, 0.3, 0.0], [-0.3, -0.1, -0.1], [2.5, 1.4, 0.2], [0.3, -0.1, 0.0], [0.1, 0.3, 0.0], [0.0, 0.1, -0.3], [0.1, 0.0, 0.1], [0.1, -0.1, 0.1]], "mulliken_charge": [0.14, 1.09, 1.08, 1.09, 1.01, 1.23, 1.00, 1.04, 1.25, 1.08, -0.21, -0.25, -0.13, -0.18, -0.22, -0.23, -0.23, -0.54, -0.33, -0.55, -0.33, -0.57, -0.46, -0.59, -0.43, -0.24, -0.51, -0.23, -0.31, -0.33, -0.34, -0.58, -0.31, -0.37, -0.53, -0.34, -0.33, -0.31, -0.49, -0.28, -0.56, -0.36, -0.53, -0.52, -0.50, -0.36, -0.35, -0.46, -0.36, -0.51, -0.32, -0.35, -0.58, -0.32, -0.57, -0.19, -0.52, -0.24, 0.60, -0.03, -0.33, -0.40, -0.33, 0.05, 0.69, -0.58, 0.24, -0.33, 0.14, -0.35, -0.44, -0.20, -0.85, 0.09, -0.40, -0.04, -0.15, 0.42, -0.16, -0.04, 0.54, -0.30, -0.39, -0.35, 0.80, 0.03, -0.18, 0.32, 0.27, 0.29, 0.33, 0.25, 0.20, -0.01, 0.31, 0.29, 0.32, 0.31, 0.13, 0.10, 0.18, 0.19, 0.30, 0.28, 0.31, 0.34, 0.34, 0.28, 0.18, 0.35, 0.19, 0.29, 0.32, -0.01, 0.19, -0.04, 0.31, 0.20, 0.06, 0.30, 0.23, 0.33, 0.33, 0.28, 0.41, 0.30, 0.29, 0.32, 0.13, 0.17, 0.33, 0.32, 0.32, 0.19], "energy_ev": -300115.37958, "molar_mass_g_mol": 1549.167, "lumo_energy_ev": -5.02, "homo_lumo_gap_ev": 6.291, "total_charge": 1}